Entry 1:
C3H6N2O2 in the gas phase in a non-equilibrium geometry, computed with ωB97M-V with the def2-TZVPD basis set.

Cartesian coordinates (Å):
H (1.26, 1.72, -1.24)
N (0.97, 0.85, -0.82)
C (1.80, 0.40, 0.02)
O (1.49, -0.69, 0.73)
C (-0.05, -0.78, 1.01)
C (-1.25, -0.24, 0.20)
N (-1.47, -0.27, -1.15)
O (-2.12, 0.04, 1.01)
H (2.77, 0.90, 0.22)
H (-0.38, -1.81, 1.28)
H (-0.01, -0.19, 1.90)
H (-2.33, 0.18, -1.43)
H (-0.67, -0.10, -1.74)

Spin multiplicity ... 1
Energy relative to the best compared isomer or geometry (same formula, charge and spin) ... 56.32 kcal/mol
Energy ... -10282.35526 eV
SMILES string ... [H]/N=C/OCC(N)=O
Strongest force on any atom ... 1.56 eV/A
Molecular weight ... 102.09 g/mol
Lowest unoccupied orbital energy ... 0.858 eV
HOMO level ... -9.8857 eV

Entry 2:
C5H3N in the gas phase in a non-equilibrium geometry, computed with ωB97M-V with the def2-TZVPD basis set.

Cartesian coordinates (Å):
C (0.05, -1.29, -0.26)
C (0.32, 0.73, -1.05)
C (1.08, -0.38, -0.51)
C (-1.50, -0.72, -0.81)
C (-0.47, 0.11, 0.20)
N (-1.05, 0.49, -1.27)
H (0.18, -2.12, 0.39)
H (0.65, 1.79, -1.29)
H (-0.81, 0.27, 1.28)

Spin multiplicity ... 1
Energy relative to the best compared isomer or geometry (same formula, charge and spin) ... 142.07 kcal/mol
Energy ... -6714.56242 eV
Strongest force on any atom ... 2.78 eV/A
Molecular weight ... 77.09 g/mol
Lowest unoccupied orbital energy ... 0.802 eV
HOMO level ... -8.8085 eV

Entry 3:
14 unconnected molecules or ions with the total composition C63H131Cl18N5O5 in a non-equilibrium geometry, computed with ωB97M-V with the def2-TZVPD basis set.

Cartesian coordinates (Å):
C (-1.05, -3.43, 1.29)
C (-1.03, -3.77, 2.78)
C (-2.45, -4.35, 3.06)
C (-2.61, -4.86, 4.43)
C (-1.56, -5.84, 4.70)
C (-0.08, -5.50, 4.29)
N (-0.18, -4.89, 2.97)
O (1.15, -4.59, 2.44)
C (0.57, -4.68, 5.41)
C (0.59, -6.82, 4.12)
C (-0.63, -2.43, 3.45)
H (-0.16, -2.84, 0.88)
H (-1.92, -2.93, 0.90)
H (-1.10, -4.40, 0.80)
H (-3.23, -3.61, 2.81)
H (-2.48, -5.12, 2.27)
H (-3.61, -5.36, 4.47)
H (-2.49, -4.05, 5.18)
H (-1.77, -6.81, 4.21)
H (-1.45, -6.10, 5.75)
H (-0.09, -3.87, 5.64)
H (0.63, -5.22, 6.37)
H (1.53, -4.28, 5.16)
H (0.33, -7.43, 4.98)
H (0.21, -7.38, 3.25)
H (1.68, -6.67, 4.07)
H (-0.83, -2.29, 4.48)
H (-1.09, -1.57, 3.00)
H (0.46, -2.33, 3.46)
H (1.59, -3.92, 2.99)
C (-8.05, -1.29, -1.44)
C (-7.02, -2.12, -0.63)
C (-6.06, -2.73, -1.60)
C (-4.93, -1.78, -2.13)
C (-4.21, -1.34, -0.90)
C (-5.16, -0.56, -0.01)
N (-6.31, -1.37, 0.37)
O (-7.24, -0.56, 1.14)
C (-4.35, -0.30, 1.28)
C (-5.52, 0.77, -0.58)
C (-7.66, -3.33, 0.03)
H (-7.66, -0.98, -2.42)
H (-8.41, -0.43, -0.88)
H (-8.91, -1.93, -1.73)
H (-5.56, -3.61, -1.19)
H (-6.72, -3.13, -2.38)
H (-5.42, -0.96, -2.65)
H (-4.21, -2.25, -2.79)
H (-3.26, -0.82, -1.11)
H (-3.94, -2.25, -0.32)
H (-3.87, -1.26, 1.71)
H (-3.63, 0.45, 1.00)
H (-4.90, 0.22, 2.05)
H (-5.85, 1.53, 0.14)
H (-4.63, 1.10, -1.11)
H (-6.15, 0.64, -1.46)
H (-8.15, -3.97, -0.73)
H (-8.49, -3.07, 0.69)
H (-6.91, -3.93, 0.58)
H (-7.01, -0.88, 2.02)
C (6.70, -2.53, -1.49)
C (5.80, -1.33, -1.10)
C (4.57, -1.19, -1.98)
C (3.68, -2.40, -1.88)
C (3.11, -2.43, -0.45)
C (4.23, -2.56, 0.60)
N (5.28, -1.49, 0.27)
O (6.43, -1.80, 1.11)
C (3.65, -2.20, 1.94)
C (4.90, -3.95, 0.58)
C (6.63, -0.06, -1.02)
H (6.25, -3.51, -1.66)
H (7.35, -2.62, -0.63)
H (7.43, -2.34, -2.32)
H (4.00, -0.35, -1.65)
H (4.90, -1.01, -3.04)
H (4.29, -3.25, -2.12)
H (2.83, -2.37, -2.61)
H (2.36, -3.22, -0.33)
H (2.64, -1.44, -0.46)
H (3.22, -1.20, 1.88)
H (2.82, -2.81, 2.21)
H (4.47, -2.30, 2.67)
H (4.20, -4.67, 1.05)
H (5.06, -4.42, -0.39)
H (5.80, -3.92, 1.12)
H (6.14, 0.68, -0.39)
H (6.74, 0.43, -1.97)
H (7.50, -0.20, -0.42)
H (6.20, -1.21, 1.88)
C (-3.60, 3.43, -4.62)
C (-3.36, 2.35, -5.72)
C (-2.23, 1.52, -5.28)
C (-2.04, 0.12, -5.96)
C (-3.36, -0.61, -5.63)
C (-4.60, 0.09, -6.22)
N (-4.50, 1.48, -5.67)
O (-5.67, 2.14, -6.16)
C (-4.69, 0.12, -7.73)
C (-5.79, -0.62, -5.64)
C (-3.18, 3.08, -7.04)
H (-4.45, 3.98, -4.81)
H (-2.67, 4.14, -4.63)
H (-3.79, 2.93, -3.67)
H (-1.34, 2.20, -5.35)
H (-2.27, 1.32, -4.20)
H (-1.15, -0.39, -5.53)
H (-1.90, 0.22, -7.08)
H (-3.50, -0.52, -4.51)
H (-3.27, -1.70, -5.66)
H (-4.82, -0.93, -8.09)
H (-5.57, 0.68, -8.06)
H (-3.86, 0.55, -8.26)
H (-6.78, -0.34, -6.01)
H (-5.74, -1.63, -6.02)
H (-5.87, -0.50, -4.57)
H (-2.40, 3.83, -6.87)
H (-4.02, 3.54, -7.46)
H (-2.66, 2.42, -7.76)
H (-6.25, 2.24, -5.44)
C (1.17, 1.59, 3.57)
C (1.35, 2.64, 2.42)
C (2.64, 2.52, 1.58)
C (2.60, 1.42, 0.62)
C (1.50, 1.59, -0.36)
C (0.18, 1.51, 0.35)
N (0.24, 2.59, 1.43)
O (-1.06, 2.74, 2.04)
C (-0.93, 1.85, -0.65)
C (-0.11, 0.13, 1.00)
C (1.32, 4.07, 3.00)
H (1.55, 0.61, 3.36)
H (0.20, 1.59, 3.96)
H (1.75, 1.96, 4.44)
H (2.82, 3.47, 1.08)
H (3.44, 2.32, 2.34)
H (2.45, 0.48, 1.17)
H (3.58, 1.16, 0.18)
H (1.54, 0.86, -1.21)
H (1.52, 2.63, -0.78)
H (-0.78, 2.90, -0.88)
H (-0.80, 1.20, -1.55)
H (-1.95, 1.76, -0.21)
H (0.53, -0.14, 1.83)
H (-1.18, 0.16, 1.21)
H (0.00, -0.63, 0.22)
H (2.04, 4.07, 3.77)
H (0.29, 4.34, 3.26)
H (1.60, 4.75, 2.16)
H (-1.18, 2.04, 2.72)
Cl (5.63, 0.57, 3.87)
C (6.38, 2.16, 3.84)
C (6.49, 2.85, 5.20)
Cl (4.83, 3.15, 5.68)
H (5.75, 2.79, 3.18)
H (7.33, 1.87, 3.39)
H (7.00, 3.78, 5.10)
H (6.97, 2.17, 5.93)
Cl (2.21, 6.09, -0.18)
C (0.37, 5.89, -0.31)
C (0.24, 5.36, -1.76)
Cl (-1.43, 5.20, -2.20)
H (-0.14, 6.86, -0.16)
H (0.17, 5.27, 0.58)
H (0.74, 4.39, -1.83)
H (0.64, 6.08, -2.48)
Cl (-3.32, 6.83, 0.93)
C (-3.07, 5.23, 1.58)
C (-3.97, 4.17, 0.79)
Cl (-5.69, 4.44, 1.17)
H (-3.27, 5.21, 2.62)
H (-2.02, 4.92, 1.45)
H (-3.73, 3.16, 1.19)
H (-3.86, 4.20, -0.32)
Cl (5.97, 2.11, -3.83)
C (5.08, 3.23, -2.75)
C (3.66, 2.86, -2.36)
Cl (2.56, 3.50, -3.64)
H (5.11, 4.23, -3.11)
H (5.78, 3.24, -1.85)
H (3.40, 3.34, -1.45)
H (3.54, 1.78, -2.27)
Cl (1.68, -5.16, -4.20)
C (0.39, -3.88, -4.33)
C (-0.16, -3.55, -2.92)
Cl (-1.11, -2.09, -3.01)
H (-0.32, -4.27, -5.05)
H (0.97, -3.06, -4.75)
H (0.68, -3.46, -2.25)
H (-0.83, -4.32, -2.59)
Cl (1.43, 1.30, -6.64)
C (2.82, 0.23, -6.56)
C (3.38, 0.25, -5.12)
Cl (2.12, -0.23, -4.01)
H (3.59, 0.61, -7.27)
H (2.48, -0.80, -6.71)
H (3.71, 1.22, -4.81)
H (4.17, -0.53, -5.08)
Cl (4.22, -2.56, 6.27)
C (4.07, -0.80, 6.69)
C (3.00, -0.04, 5.89)
Cl (1.43, -0.94, 6.08)
H (5.08, -0.38, 6.56)
H (3.85, -0.57, 7.75)
H (3.23, 0.04, 4.83)
H (2.86, 0.95, 6.36)
Cl (5.75, 4.42, 0.52)
C (6.46, 5.97, 1.04)
C (5.64, 6.68, 2.16)
Cl (6.07, 6.03, 3.81)
H (6.35, 6.58, 0.20)
H (7.47, 5.79, 1.38)
H (4.58, 6.40, 2.05)
H (5.76, 7.79, 2.28)
Cl (-3.19, 1.05, 4.32)
C (-2.02, 0.48, 5.54)
C (-2.58, -0.27, 6.73)
Cl (-3.45, 0.79, 7.87)
H (-1.58, 1.40, 5.91)
H (-1.32, -0.13, 5.02)
H (-1.78, -0.80, 7.25)
H (-3.24, -1.11, 6.39)

Spin multiplicity ... 1
Energy ... -310541.99426 eV
Strongest force on any atom ... 3.48 eV/A
Molecular weight ... 1676.92 g/mol
Lowest unoccupied orbital energy ... 0.115 eV
HOMO level ... -8.1244 eV

Entry 4:
2 unconnected molecules or ions with the total composition C3H10S2 in a non-equilibrium geometry, computed with ωB97M-V with the def2-TZVPD basis set.

Cartesian coordinates (Å):
C (0.60, 0.02, -2.05)
C (1.85, 2.09, -0.55)
S (0.19, 1.56, -1.07)
H (0.67, -0.78, -1.29)
H (1.48, 0.18, -2.65)
H (2.52, 1.25, -0.48)
H (2.11, 2.98, -1.12)
H (1.76, 2.39, 0.51)
H (-0.32, -0.17, -2.58)
C (-1.71, -2.54, 1.55)
S (-0.56, -1.19, 1.63)
H (-0.52, -0.79, 0.32)
H (-1.89, -2.95, 0.57)
H (-2.62, -2.20, 2.05)
H (-1.27, -3.28, 2.24)

Spin multiplicity ... 2
Charge ... +1
Energy relative to the best compared isomer or geometry (same formula, charge and spin) ... 14.31 kcal/mol
Energy ... -24934.39500 eV
Strongest force on any atom ... 2.12 eV/A
Molecular weight ... 110.25 g/mol
Lowest unoccupied orbital energy (spin up / spin down) ... -3.246 / -8.454 eV
<S²> ... 0.755
HOMO level (spin up / spin down) ... -13.3387 / -12.4911 eV

Entry 5:
C4H9NO2 in the gas phase in a non-equilibrium geometry, computed with ωB97M-V with the def2-TZVPD basis set.

Cartesian coordinates (Å):
C (1.03, 2.43, 0.29)
C (0.19, 1.39, 0.97)
C (0.12, -0.02, 0.35)
C (-0.67, -1.25, 0.90)
O (-1.81, -1.18, -0.05)
N (0.71, -0.11, -0.84)
O (0.49, -1.24, -1.46)
H (0.78, 3.33, 0.76)
H (2.08, 2.05, 0.47)
H (0.93, 2.30, -0.91)
H (-0.94, 1.54, 1.06)
H (0.44, 1.41, 2.03)
H (0.00, -2.24, 0.87)
H (-1.21, -1.06, 1.89)
H (-1.38, -1.52, -0.80)
H (0.78, -0.93, -2.45)

Spin multiplicity ... 1
Energy relative to the best compared isomer or geometry (same formula, charge and spin) ... 110.61 kcal/mol
Energy ... -9875.26394 eV
SMILES string ... CC/C(CO)=N/O
Strongest force on any atom ... 6.36 eV/A
Molecular weight ... 103.12 g/mol
Lowest unoccupied orbital energy ... 0.702 eV
HOMO level ... -9.0966 eV

Entry 6:
A molecular structure, C38H38IrN6O3P2 in a non-equilibrium geometry, computed with ωB97M-V with the def2-TZVPD basis set.

Cartesian coordinates (Å):
Ir (0.02, 0.92, 0.39)
C (-3.16, 0.54, -4.15)
N (-1.99, 0.86, -3.34)
C (-0.79, 1.32, -3.81)
C (0.01, 1.50, -2.72)
N (-0.69, 1.17, -1.60)
C (-1.91, 0.79, -1.99)
P (-3.33, 0.42, -0.91)
C (-3.02, 1.89, 0.14)
N (-1.84, 2.36, 0.52)
C (-2.07, 3.54, 1.16)
C (-3.41, 3.78, 1.17)
N (-4.00, 2.74, 0.52)
C (-5.43, 2.57, 0.30)
C (-2.59, -0.85, 0.19)
N (-1.69, -0.43, 1.12)
C (-1.43, -1.17, 2.17)
C (-2.12, -3.04, 0.83)
N (-3.05, -2.10, 0.18)
C (-4.06, -2.59, -0.75)
H (-2.91, 0.67, -5.20)
H (-3.45, -0.50, -3.98)
H (-4.00, 1.19, -3.90)
H (-0.60, 1.48, -4.85)
H (1.03, 1.85, -2.67)
H (-1.28, 4.14, 1.56)
H (-3.97, 4.61, 1.57)
H (-5.97, 3.32, 0.86)
H (-5.67, 2.67, -0.75)
H (-5.75, 1.58, 0.65)
H (-0.78, -0.77, 2.93)
H (-2.56, -4.03, 0.77)
H (-4.48, -3.51, -0.35)
H (-4.86, -1.86, -0.86)
H (-3.63, -2.81, -1.73)
C (2.59, 3.00, 3.38)
C (1.39, 2.08, 3.27)
C (0.72, 1.85, 4.62)
O (0.44, 2.56, 2.32)
C (1.88, 0.67, 2.78)
O (2.88, 0.17, 3.25)
O (1.09, 0.14, 1.90)
H (2.31, 3.92, 3.90)
H (2.99, 3.25, 2.40)
H (3.38, 2.51, 3.95)
H (0.39, 2.79, 5.04)
H (1.43, 1.38, 5.31)
H (-0.15, 1.20, 4.51)
H (0.73, 3.43, 2.01)
C (1.47, -3.71, -4.51)
C (1.29, -2.34, -4.59)
C (1.16, -1.59, -3.43)
C (1.19, -2.22, -2.18)
C (1.36, -3.61, -2.11)
C (1.51, -4.34, -3.27)
P (1.05, -1.26, -0.65)
C (0.38, -2.45, 0.55)
C (0.95, -2.65, 1.80)
C (0.33, -3.39, 2.86)
C (-0.99, -3.42, 3.08)
C (-1.94, -2.57, 2.30)
C (-0.84, -2.89, 0.06)
C (2.73, -0.69, -0.33)
C (3.80, -1.56, -0.33)
C (5.11, -1.05, -0.22)
C (5.32, 0.30, -0.18)
C (4.24, 1.22, -0.22)
C (4.44, 2.62, -0.26)
C (3.37, 3.47, -0.32)
C (2.05, 2.96, -0.30)
C (1.83, 1.61, -0.21)
C (2.92, 0.71, -0.25)
H (1.56, -4.30, -5.42)
H (1.27, -1.85, -5.55)
H (1.03, -0.52, -3.49)
H (1.39, -4.10, -1.15)
H (1.66, -5.41, -3.21)
H (1.97, -2.31, 1.96)
H (0.98, -3.91, 3.55)
H (-1.40, -4.02, 3.88)
H (-2.92, -2.58, 2.78)
H (-0.97, -2.88, -1.02)
H (3.64, -2.62, -0.41)
H (5.94, -1.73, -0.20)
H (6.33, 0.69, -0.13)
H (5.45, 3.00, -0.28)
H (3.53, 4.54, -0.37)
H (1.22, 3.66, -0.34)

Spin multiplicity ... 2
Charge ... +2
Energy relative to the best compared isomer or geometry (same formula, charge and spin) ... 158.37 kcal/mol
Energy ... -76505.50543 eV
Strongest force on any atom ... 2.63 eV/A
Molecular weight ... 880.93 g/mol
Lowest unoccupied orbital energy (spin up / spin down) ... -6.838 / -6.885 eV
<S²> ... 0.783
HOMO level (spin up / spin down) ... -11.5333 / -11.5884 eV

Entry 7:
2 unconnected molecules or ions with the total composition C7H15N in a non-equilibrium geometry, computed with ωB97M-V with the def2-TZVPD basis set.

Cartesian coordinates (Å):
C (0.22, 2.62, 0.09)
C (0.28, 1.77, -1.01)
C (0.92, 2.11, -2.23)
C (0.95, 1.34, -3.38)
H (0.73, 3.58, 0.04)
H (-0.27, 2.38, 1.03)
H (-0.18, 0.78, -1.00)
H (1.43, 3.07, -2.28)
H (1.48, 1.70, -4.26)
H (0.51, 0.35, -3.49)
C (-1.74, -1.58, 0.72)
C (-0.50, -2.15, 1.43)
C (0.73, -1.50, 0.80)
N (-0.48, -1.82, 2.87)
H (-1.72, -1.83, -0.34)
H (-2.66, -1.99, 1.15)
H (-1.71, -0.50, 0.82)
H (-0.39, -3.23, 1.37)
H (1.65, -1.98, 1.15)
H (0.70, -1.57, -0.29)
H (0.80, -0.43, 1.02)
H (-1.09, -2.42, 3.40)
H (-0.83, -0.87, 2.99)

Spin multiplicity ... 2
Charge ... -1
Energy relative to the best compared isomer or geometry (same formula, charge and spin) ... 6.33 kcal/mol
Energy ... -8990.28193 eV
Strongest force on any atom ... 1.44 eV/A
Molecular weight ... 113.20 g/mol
Lowest unoccupied orbital energy (spin up / spin down) ... 3.404 / 3.399 eV
<S²> ... 0.768
HOMO level (spin up / spin down) ... 0.3938 / -2.5854 eV

Entry 8:
C9H11N in the gas phase in a non-equilibrium geometry, computed with ωB97M-V with the def2-TZVPD basis set.

Cartesian coordinates (Å):
C (1.19, -2.19, -0.28)
C (1.01, -0.65, -0.02)
C (1.86, -0.19, 1.16)
N (1.21, 0.18, -1.22)
C (-0.23, 0.83, -0.96)
C (-1.22, 1.63, -1.48)
C (-2.34, 1.76, -0.63)
C (-2.42, 0.98, 0.55)
C (-1.47, 0.02, 0.97)
C (-0.36, 0.00, 0.12)
H (0.43, -2.81, 0.09)
H (2.24, -2.61, 0.11)
H (1.16, -2.43, -1.38)
H (1.53, -0.88, 2.12)
H (1.50, 0.92, 1.33)
H (3.00, -0.28, 1.06)
H (1.98, 0.82, -1.27)
H (-1.08, 1.86, -2.56)
H (-3.21, 2.30, -0.94)
H (-3.30, 1.19, 1.19)
H (-1.49, -0.46, 2.04)

Spin multiplicity ... 1
Energy relative to the best compared isomer or geometry (same formula, charge and spin) ... 36.29 kcal/mol
Energy ... -10998.63086 eV
SMILES string ... CC1(C)Nc2ccccc21
Strongest force on any atom ... 3.92 eV/A
Molecular weight ... 133.19 g/mol
Lowest unoccupied orbital energy ... 0.957 eV
HOMO level ... -8.3336 eV